(1)
{
  "formula": "C25H41N2O2P3PbSe",
  "method": "ωB97M-V with the def2-TZVPD basis set",
  "charge": 4,
  "e_homo_ev": [-19.674, -19.355],
  "spin_multiplicity": 1,
  "gap_ev": [5.123, 4.736],
  "species": ["P", "C", "H", "H", "H", "C", "H", "H", "H", "C", "H", "H", "H", "P", "C", "H", "H", "H", "C", "H", "H", "H", "C", "H", "H", "H", "P", "C", "H", "H", "H", "C", "H", "H", "H", "C", "H", "H", "H", "Pb", "C", "O", "C", "O", "C", "C", "C", "C", "C", "C", "H", "H", "H", "H", "H", "H", "C", "N", "C", "Se", "N", "C", "C", "C", "C", "C", "C", "H", "H", "H", "H", "H", "H", "H", "H"],
  "xyz": [[2.867, -0.789, -0.929], [3.552, -1.048, 0.733], [4.644, -1.083, 0.598], [3.168, -1.995, 1.143], [3.267, -0.227, 1.403], [3.476, -2.306, -1.727], [3.411, -2.245, -2.825], [2.864, -3.157, -1.384], [4.520, -2.440, -1.392], [3.940, 0.566, -1.493], [4.969, 0.168, -1.493], [3.855, 1.412, -0.789], [3.651, 0.903, -2.503], [-0.736, 2.684, -1.412], [-0.773, 3.721, 0.071], [-1.299, 4.645, -0.221], [0.254, 3.943, 0.393], [-1.312, 3.205, 0.876], [0.214, 3.800, -2.503], [0.138, 3.504, -3.562], [1.277, 3.764, -2.212], [-0.171, 4.823, -2.350], [-2.474, 2.859, -1.943], [-2.657, 3.930, -2.140], [-3.138, 2.507, -1.135], [-2.673, 2.265, -2.852], [-2.018, -2.142, -0.933], [-2.834, -2.388, 0.663], [-3.387, -3.336, 0.586], [-3.493, -1.540, 0.895], [-2.067, -2.485, 1.445], [-3.500, -2.055, -1.978], [-4.187, -2.837, -1.614], [-3.249, -2.193, -3.041], [-3.964, -1.063, -1.847], [-1.308, -3.811, -1.158], [-2.157, -4.515, -1.183], [-0.638, -4.039, -0.310], [-0.730, -3.870, -2.096], [0.088, -0.228, -1.673], [1.272, 1.362, 0.396], [1.824, 2.025, 1.149], [-1.767, 0.552, 0.383], [-2.522, 0.899, 1.188], [-1.252, -0.394, -4.405], [-0.602, -1.630, -4.285], [0.791, -1.677, -4.195], [1.542, -0.502, -4.345], [0.892, 0.727, -4.463], [-0.505, 0.774, -4.554], [-2.346, -0.353, -4.427], [-1.182, -2.557, -4.322], [1.300, -2.634, -4.050], [2.632, -0.558, -4.429], [1.473, 1.652, -4.528], [-1.004, 1.718, -4.800], [-1.968, -1.303, 3.765], [-0.733, -0.547, 3.813], [0.270, -0.600, 2.877], [0.407, -1.736, 1.417], [1.235, 0.247, 3.362], [0.908, 0.725, 4.624], [1.648, 1.496, 5.531], [1.026, 1.755, 6.767], [-0.241, 1.252, 7.064], [-0.964, 0.464, 6.148], [-0.347, 0.233, 4.913], [-2.610, -0.937, 2.955], [-2.465, -1.141, 4.722], [-1.765, -2.369, 3.613], [2.124, 0.435, 2.911], [2.635, 1.846, 5.228], [1.548, 2.364, 7.510], [-0.693, 1.473, 8.034], [-1.953, 0.034, 6.320]],
  "forces_ev_per_angstrom": [[0.977, -0.358, -0.124], [-0.409, -0.179, 0.382], [-0.293, 0.039, 0.217], [0.427, 0.395, -0.106], [0.356, -0.271, -0.202], [-0.376, -0.116, -0.315], [0.203, -0.070, 0.450], [0.340, 0.219, -0.118], [-0.359, -0.069, -0.300], [-0.320, 0.258, -0.382], [-0.294, 0.331, -0.088], [0.192, -0.319, -0.338], [0.325, -0.087, 0.380], [-0.549, 1.353, -0.939], [0.318, -0.442, 0.694], [0.193, -0.296, 0.229], [-0.426, 0.161, -0.020], [0.116, 0.441, -0.099], [0.405, -0.448, -0.341], [-0.038, 0.263, 0.422], [-0.334, 0.147, -0.113], [0.143, -0.392, -0.166], [-0.118, -0.610, -0.244], [-0.002, -0.428, 0.045], [0.173, 0.248, -0.365], [-0.022, 0.366, 0.327], [-0.503, -1.256, -0.080], [0.330, 0.360, 0.722], [-0.042, 0.371, 0.012], [-0.036, -0.465, -0.053], [-0.592, -0.085, -0.388], [0.194, 0.407, -0.530], [0.190, 0.286, -0.326], [-0.290, -0.060, 0.394], [0.008, -0.395, -0.075], [0.373, 0.225, -0.358], [0.435, 0.108, -0.005], [-0.355, -0.026, -0.341], [-0.290, -0.165, 0.350], [-0.044, 0.088, -0.013], [1.478, 1.796, 2.034], [-1.212, -1.434, -1.754], [-2.830, 1.408, 3.153], [2.520, -1.184, -2.674], [-0.316, -0.081, -0.330], [-0.177, -0.084, 0.203], [0.215, -0.275, -0.233], [0.165, -0.033, 0.190], [0.169, 0.264, -0.340], [-0.066, 0.221, 0.141], [0.394, -0.018, -0.261], [0.209, 0.309, 0.223], [-0.195, 0.273, -0.327], [-0.362, 0.068, 0.236], [-0.168, -0.374, -0.246], [0.139, -0.313, 0.297], [-0.509, -0.159, 0.000], [0.364, 0.253, 0.746], [0.182, 0.095, 0.475], [-0.155, 0.909, 1.365], [0.417, 0.205, 0.437], [2.252, 0.684, -0.773], [-0.522, 0.011, 0.199], [2.154, 0.479, -1.411], [-2.433, -1.366, -0.401], [0.218, 0.461, 0.304], [-1.895, -1.419, -0.357], [0.175, -0.032, 0.373], [-0.104, -0.280, -0.279], [0.005, 0.226, 0.205], [-0.303, -0.265, 0.213], [-0.209, 0.077, 0.478], [-0.148, -0.231, -0.242], [0.163, -0.103, -0.269], [0.377, 0.382, 0.422]],
  "mulliken_charge": [0.642, -1.014, 0.589, 0.372, 0.092, -1.272, 0.343, 0.318, 0.509, -1.150, 0.481, 0.351, 0.293, 0.612, -1.261, 0.532, 0.453, 0.305, -1.256, 0.341, 0.331, 0.494, -1.161, 0.475, 0.365, 0.295, 0.374, -0.904, 0.587, 0.512, -0.144, -1.258, 0.506, 0.390, 0.319, -1.112, 0.497, 0.306, 0.333, 1.414, -0.034, -0.165, 0.001, -0.206, -0.855, -0.293, -0.943, -0.269, -0.853, -0.261, 0.537, 0.698, 0.562, 0.719, 0.532, 0.700, -0.852, 0.313, -0.595, 0.028, 0.496, 0.529, -0.619, -0.576, -0.639, -1.056, 1.227, 0.216, 0.327, 0.383, 0.164, 0.480, 0.465, 0.464, 0.477]
}


(2)
{
  "formula": "C25H41NO2",
  "method": "ωB97M-V with the def2-TZVPD basis set",
  "charge": 0,
  "e_homo_ev": -7.872,
  "spin_multiplicity": 1,
  "gap_ev": 8.595,
  "species": ["C", "H", "H", "H", "C", "N", "C", "H", "C", "O", "C", "C", "C", "H", "H", "C", "C", "C", "C", "C", "C", "C", "H", "H", "C", "C", "O", "C", "C", "H", "C", "H", "H", "C", "H", "H", "C", "H", "H", "H", "H", "H", "H", "H", "H", "H", "H", "C", "H", "H", "C", "H", "H", "H", "H", "H", "H", "H", "H", "H", "C", "C", "H", "H", "H", "H", "H", "H", "H"],
  "xyz": [[-7.654, -0.715, 0.057], [-7.246, -1.676, 0.361], [-8.738, -0.775, 0.113], [-7.372, -0.524, -0.976], [-7.155, 0.415, 0.969], [-5.774, 0.816, 0.848], [-4.780, -0.076, 1.395], [-5.191, -0.503, 2.313], [-4.284, -1.240, 0.504], [-3.328, -0.865, -0.466], [-1.994, -0.725, -0.009], [-1.252, -2.062, 0.025], [0.192, -1.849, 0.461], [0.695, -2.816, 0.488], [0.187, -1.446, 1.477], [0.987, -0.883, -0.445], [0.172, 0.384, -0.622], [0.684, 1.600, -0.490], [2.109, 1.900, -0.166], [3.011, 0.683, -0.362], [4.347, 0.906, 0.336], [5.223, 2.093, -0.068], [4.819, 3.043, 0.281], [5.323, 2.148, -1.152], [6.562, 1.762, 0.601], [6.570, 0.257, 0.823], [7.442, -0.368, 1.364], [5.290, -0.297, 0.218], [4.641, -1.476, 0.931], [5.277, -2.361, 0.873], [3.281, -1.773, 0.293], [3.450, -2.142, -0.717], [2.806, -2.573, 0.861], [2.338, -0.558, 0.253], [2.101, -0.292, 1.291], [4.512, -1.230, 1.988], [5.686, -0.665, -1.221], [4.818, -0.907, -1.825], [6.223, 0.148, -1.703], [6.343, -1.532, -1.194], [7.432, 2.062, 0.017], [6.650, 2.243, 1.577], [4.129, 1.022, 1.407], [3.167, 0.535, -1.433], [2.456, 2.728, -0.789], [2.170, 2.238, 0.876], [0.046, 2.465, -0.615], [-1.277, 0.212, -0.981], [-1.778, 1.180, -0.988], [-1.381, -0.213, -1.982], [1.199, -1.524, -1.825], [1.580, -2.538, -1.731], [1.894, -0.937, -2.419], [0.262, -1.573, -2.371], [-1.300, -2.516, -0.966], [-1.740, -2.745, 0.725], [-1.981, -0.282, 0.998], [-3.880, -2.029, 1.152], [-5.113, -1.658, -0.070], [-3.910, 0.530, 1.673], [-5.406, 1.463, -0.401], [-4.475, 2.648, -0.142], [-3.524, 2.311, 0.260], [-4.287, 3.182, -1.071], [-4.930, 3.329, 0.572], [-6.319, 1.835, -0.870], [-4.922, 0.768, -1.098], [-7.758, 1.308, 0.775], [-7.323, 0.129, 2.012]],
  "forces_ev_per_angstrom": [[0.120, 0.225, 0.220], [0.018, -0.127, -0.031], [-0.122, -0.061, -0.029], [0.006, -0.030, -0.150], [-0.158, -0.110, -0.080], [0.000, 0.007, -0.020], [0.164, -0.152, -0.262], [0.067, 0.013, 0.047], [-0.162, 0.051, 0.276], [0.125, 0.189, -0.196], [0.244, -0.125, -0.204], [-0.183, 0.224, 0.215], [-0.070, -0.030, -0.147], [0.064, 0.005, 0.077], [0.071, -0.008, 0.076], [0.166, -0.005, 0.244], [-0.087, 0.009, -0.090], [0.114, 0.215, 0.077], [0.085, -0.239, -0.153], [-0.013, 0.222, 0.563], [0.075, -0.076, -0.525], [-0.083, 0.027, 0.162], [-0.020, 0.050, -0.065], [-0.019, 0.024, -0.063], [0.160, 0.293, -0.071], [-0.231, 0.035, -0.043], [0.111, -0.130, 0.094], [-0.113, -0.311, 0.342], [0.111, 0.021, -0.167], [0.041, -0.014, 0.071], [-0.013, 0.137, 0.267], [-0.053, -0.100, -0.071], [-0.020, -0.091, -0.093], [0.019, -0.132, -0.420], [-0.032, 0.042, 0.055], [0.029, -0.006, 0.062], [-0.120, 0.091, 0.131], [-0.065, -0.013, -0.133], [0.060, 0.073, -0.151], [0.063, -0.061, -0.009], [0.065, -0.009, 0.060], [0.041, -0.008, 0.030], [-0.013, -0.027, 0.056], [0.041, -0.023, -0.081], [0.029, 0.059, 0.054], [0.095, 0.068, 0.028], [-0.213, 0.028, -0.037], [-0.268, -0.055, 0.281], [-0.002, 0.020, -0.035], [-0.054, -0.046, -0.053], [-0.053, 0.049, 0.183], [0.048, -0.124, -0.036], [0.090, 0.038, -0.108], [-0.068, -0.037, -0.113], [-0.064, -0.024, -0.070], [-0.016, -0.045, -0.052], [0.008, -0.003, -0.057], [-0.028, -0.025, -0.036], [0.013, -0.039, 0.140], [0.059, -0.131, 0.113], [0.126, 0.228, 0.088], [-0.188, -0.225, -0.170], [0.170, -0.003, 0.061], [0.118, 0.093, -0.096], [-0.034, 0.070, 0.060], [-0.008, -0.054, -0.017], [-0.148, 0.081, -0.060], [-0.031, -0.063, 0.080], [-0.068, 0.077, -0.020]],
  "nbo_charge": [-0.637, 0.197, 0.211, 0.205, -0.195, -0.464, -0.241, 0.200, -0.088, -0.550, 0.111, -0.421, -0.388, 0.210, 0.201, -0.072, 0.026, -0.179, -0.423, -0.215, -0.183, -0.408, 0.216, 0.202, -0.534, 0.637, -0.537, -0.161, -0.376, 0.218, -0.408, 0.200, 0.213, -0.184, 0.200, 0.204, -0.612, 0.213, 0.212, 0.226, 0.239, 0.239, 0.198, 0.203, 0.213, 0.205, 0.199, -0.440, 0.219, 0.212, -0.616, 0.209, 0.210, 0.214, 0.204, 0.209, 0.163, 0.166, 0.194, 0.194, -0.223, -0.608, 0.196, 0.205, 0.209, 0.190, 0.193, 0.188, 0.188]
}


(3)
{
  "formula": "C25H42Cl2N4O2",
  "method": "ωB97M-V with the def2-TZVPD basis set",
  "charge": 0,
  "e_homo_ev": -10.326,
  "spin_multiplicity": 1,
  "gap_ev": 10.523,
  "species": ["C", "C", "C", "C", "C", "C", "C", "C", "C", "C", "C", "O", "C", "O", "C", "C", "C", "Cl", "C", "C", "Cl", "H", "H", "H", "H", "H", "H", "H", "H", "H", "H", "H", "H", "H", "H", "H", "H", "H", "H", "H", "H", "H", "H", "H", "H", "H", "H", "H", "H", "H", "H", "C", "C", "N", "H", "H", "H", "C", "C", "N", "H", "H", "H", "C", "C", "N", "H", "H", "H", "C", "C", "N", "H", "H", "H"],
  "xyz": [[-4.209, -1.804, -4.866], [-3.076, -0.792, -4.680], [-2.514, -0.293, -6.026], [-1.067, -0.707, -6.338], [-0.068, -0.556, -5.174], [0.568, -1.883, -4.758], [1.476, -1.735, -3.527], [1.639, -3.043, -2.760], [2.296, -2.943, -1.380], [1.357, -2.481, -0.255], [1.160, -0.954, -0.084], [2.042, -0.173, -0.904], [3.176, 0.107, -0.208], [4.065, 0.747, -0.683], [3.038, -0.485, 1.181], [1.508, -0.480, 1.339], [1.084, 0.965, 1.677], [-0.142, 1.634, 0.539], [0.484, 1.163, 3.091], [0.652, 2.609, 3.530], [1.315, 0.127, 4.301], [-3.816, -2.705, -5.341], [-4.982, -1.400, -5.523], [-4.673, -2.078, -3.918], [-3.431, 0.055, -4.090], [-2.295, -1.276, -4.090], [-3.150, -0.700, -6.818], [-2.599, 0.793, -6.101], [-0.713, -0.102, -7.175], [-1.058, -1.743, -6.690], [-0.556, -0.125, -4.297], [0.719, 0.150, -5.454], [1.127, -2.296, -5.600], [-0.250, -2.560, -4.488], [2.459, -1.382, -3.849], [1.050, -0.956, -2.894], [0.668, -3.539, -2.655], [2.254, -3.714, -3.369], [2.635, -3.947, -1.108], [3.198, -2.327, -1.420], [1.720, -2.891, 0.690], [0.382, -2.942, -0.426], [0.126, -0.717, -0.315], [3.422, -1.508, 1.152], [3.604, 0.071, 1.924], [1.167, -1.198, 2.079], [1.942, 1.631, 1.603], [-0.571, 0.896, 3.052], [0.187, 3.265, 2.797], [1.708, 2.869, 3.543], [0.218, 2.801, 4.509], [-1.761, 0.718, 6.440], [-2.248, 1.554, 5.348], [-2.644, 2.177, 4.469], [-1.867, 1.217, 7.399], [-2.327, -0.211, 6.462], [-0.710, 0.496, 6.259], [-2.599, 3.843, 1.278], [-1.944, 4.185, 0.018], [-1.476, 4.497, -0.982], [-3.326, 3.050, 1.118], [-1.869, 3.502, 2.001], [-3.110, 4.715, 1.683], [-0.511, -3.090, 8.948], [-0.877, -1.687, 9.094], [-1.165, -0.583, 9.215], [-1.120, -3.554, 8.174], [0.539, -3.170, 8.671], [-0.672, -3.613, 9.888], [2.332, 4.106, -1.360], [2.545, 4.063, 0.080], [2.701, 3.996, 1.215], [2.739, 3.199, -1.807], [1.263, 4.168, -1.566], [2.832, 4.975, -1.783]],
  "forces_ev_per_angstrom": [[0.156, 0.141, -0.121], [-0.156, -0.130, -0.076], [0.054, -0.175, -0.011], [0.073, 0.123, 0.084], [0.140, -0.005, -0.174], [-0.053, 0.361, 0.463], [-0.269, -0.027, -0.295], [0.369, 0.012, -0.081], [-0.159, -0.195, 0.044], [0.212, 0.098, -0.049], [-0.428, -0.331, 0.518], [0.055, -0.024, -0.025], [-0.067, 0.070, -0.072], [0.094, -0.026, 0.004], [-0.048, -0.021, 0.133], [0.496, -0.155, -0.439], [-0.267, -0.268, 0.552], [0.155, 0.043, 0.076], [0.053, 0.637, -0.480], [0.087, 0.004, -0.117], [0.008, -0.189, 0.091], [-0.090, -0.055, 0.028], [-0.053, -0.001, 0.056], [0.018, -0.053, 0.005], [0.004, -0.021, 0.037], [0.046, 0.091, 0.028], [0.004, 0.143, -0.081], [0.019, 0.017, 0.121], [-0.085, -0.097, -0.109], [0.006, -0.032, 0.074], [-0.025, 0.059, -0.028], [0.019, -0.007, 0.043], [-0.132, -0.218, -0.008], [0.065, -0.180, -0.231], [0.012, 0.133, 0.153], [0.044, -0.045, 0.086], [-0.028, 0.036, 0.043], [-0.080, -0.037, -0.031], [0.007, 0.013, 0.016], [-0.024, 0.042, -0.065], [0.016, -0.001, -0.008], [-0.042, 0.044, 0.059], [0.177, 0.318, -0.385], [0.048, 0.010, 0.014], [-0.047, 0.084, -0.032], [-0.138, 0.102, 0.016], [-0.041, 0.062, -0.190], [0.063, -0.276, 0.268], [-0.092, 0.040, 0.010], [0.049, -0.016, 0.078], [-0.059, -0.081, -0.023], [0.053, 0.099, -0.169], [-0.165, -0.074, 0.016], [0.060, 0.051, -0.036], [0.002, 0.016, -0.004], [0.008, -0.009, 0.033], [-0.010, -0.040, 0.108], [-0.030, 0.039, -0.050], [-0.234, 0.218, 0.005], [0.131, -0.096, 0.019], [0.016, -0.020, 0.005], [0.046, -0.072, 0.102], [-0.001, 0.021, -0.052], [0.008, 0.005, -0.001], [0.008, -0.014, 0.037], [0.000, -0.016, -0.004], [0.003, -0.006, 0.002], [-0.001, -0.006, 0.001], [0.002, -0.003, -0.002], [-0.060, -0.013, -0.040], [-0.041, -0.097, -0.038], [0.031, 0.010, 0.083], [0.005, -0.001, 0.009], [-0.001, 0.000, 0.011], [0.004, -0.009, -0.003]],
  "mulliken_charge": [-1.435, 0.027, -0.725, -0.916, -0.686, -0.698, 0.047, -0.886, -0.818, -1.255, -0.306, -0.367, 0.493, -0.619, -0.875, -0.610, -0.093, -0.139, 0.063, -1.451, -0.247, 0.332, 0.351, 0.377, 0.312, 0.067, 0.423, 0.309, 0.298, 0.392, 0.276, 0.514, 0.339, 0.322, 0.245, 0.019, 0.296, 0.334, 0.405, 0.363, 0.560, 0.382, 0.894, 0.364, 0.377, 1.027, 0.259, 0.367, 0.207, 0.524, 0.365, -0.840, 0.375, -0.386, 0.364, 0.303, 0.226, -0.430, 0.350, -0.479, 0.262, 0.006, 0.371, -0.807, 0.381, -0.384, 0.269, 0.267, 0.289, -0.707, 0.510, -0.480, 0.199, 0.185, 0.354]
}